1.
12
Properties=species:S:1:pos:R:3 method="wB97M-V/def2-TZVPD" homo_energy_ev=-8.69 gap_ev=9.4486 multiplicity=1
N -2.21605 0.37627 0.44671
N 1.97755 -1.23750 0.21517
N -2.29144 -0.35172 -0.52022
O 1.28885 1.19860 -0.28829
O -0.09616 -0.72252 -1.28083
P 0.66155 -0.26174 -0.11923
H -0.04804 -0.02408 1.04099
H -2.21098 1.41297 0.29098
H 1.76417 -2.21708 0.08736
H 2.41975 -1.06841 1.10784
H -2.38174 0.06947 -1.46623
H 1.60826 1.31564 -1.18633

---

2.
45
Properties=species:S:1:pos:R:3 method="wB97M-V/def2-TZVPD" homo_energy_ev=-12.05 gap_ev=8.2542 total_charge=+1 multiplicity=1
C 0.00676 2.13697 -0.59957
C 0.50698 0.90254 -1.47825
B 0.62962 -0.43141 -0.59616
O 1.92445 -0.73262 -0.04764
C -0.62936 -1.42863 -0.25814
C -0.27126 -2.85308 0.40636
C -0.77642 -3.98435 -0.63664
C -0.75060 -3.06729 -1.95381
P -1.24944 -3.82920 -3.61066
N -2.50998 -3.16881 -4.33378
N -1.48186 -1.87140 -1.44115
P -3.17574 -2.05163 -0.89354
O -3.81966 -3.28883 -1.47902
O -3.32366 -2.15010 0.76169
O -3.96206 -0.64161 -1.36598
H 0.13844 3.05059 -1.24133
H 0.65944 2.30932 0.31330
H -1.06714 2.04010 -0.27111
H 1.52185 1.15818 -1.87912
H -0.24374 0.69394 -2.30353
H 2.41217 -1.32661 -0.63890
H -1.15972 -0.81406 0.53480
H -0.86388 -3.02159 1.34385
H 0.80234 -2.99526 0.69063
H -0.12679 -4.89625 -0.74087
H -1.77796 -4.45371 -0.41742
H 0.37009 -2.95358 -2.07784
H -1.37459 -5.23934 -3.37113
H -0.11765 -3.62505 -4.48128
H -2.87474 -2.42896 -3.73114
H -1.33680 -1.15671 -2.17704
H -3.95964 -1.44257 1.00515
H -3.45932 -0.21221 -2.08383
C 2.42706 6.28609 4.45860
O 3.16801 5.09681 4.18185
C 2.61599 4.31181 3.25599
O 1.58848 4.52388 2.66650
O 3.40472 3.24260 3.09449
C 2.92554 2.31858 2.12597
H 2.96982 6.84072 5.22174
H 2.34942 6.90793 3.56611
H 1.43677 6.04178 4.84465
H 2.86716 2.78865 1.14250
H 1.95277 1.92060 2.42192
H 3.63411 1.49374 2.07277

---

3.
15
Properties=species:S:1:pos:R:3 method="wB97M-V/def2-TZVPD" homo_energy_ev="-20.60 / -20.55" gap_ev="7.3048 / 6.6323" total_charge=+2 multiplicity=2
C 2.75367 0.18086 0.92076
C -1.09936 0.26180 -0.67117
C -2.37405 -0.07630 0.02488
O -3.33921 -0.26896 -1.10056
N 1.80912 -0.53785 0.03584
H 2.79152 1.24074 0.96338
H 3.88843 -0.10403 0.76729
H -0.71746 -0.50444 -1.36349
H -0.83905 1.24208 -0.92938
H -2.75989 0.60229 0.81384
H -2.39237 -0.99274 0.57183
H -2.82567 -0.00624 -1.85585
H 2.68771 -0.34572 1.91781
H 1.01183 -0.69361 0.67871
H 1.40480 0.00212 -0.77389

---

4.
18
Properties=species:S:1:pos:R:3 method="wB97M-V/def2-TZVPD" homo_energy_ev=-9.11 gap_ev=10.2929 smiles="C1=CC1.C=C.C" multiplicity=1
C -0.74321 -0.99786 1.56126
C -0.91829 0.29581 1.79958
C 0.29473 1.79307 0.03862
C 1.55596 1.00331 -0.09431
C 0.49873 1.26177 -1.11755
C -0.28560 -1.43539 -1.52907
H -1.49073 -1.57564 1.02817
H -0.19881 -0.98929 -0.53757
H 0.14416 -1.52853 1.89536
H -0.19989 0.86999 2.37530
H -1.80174 0.82211 1.44964
H -0.25557 2.50134 0.62502
H 1.64416 0.01608 0.37975
H 2.50103 1.54059 -0.17696
H 0.20405 1.17231 -2.14529
H 0.66814 -1.35105 -2.05491
H -1.06415 -0.91331 -2.09248
H -0.55297 -2.48530 -1.40458

---

5.
20
Properties=species:S:1:pos:R:3 method="wB97M-V/def2-TZVPD" homo_energy_ev=-8.75 gap_ev=9.6714 smiles=Cc1c[nH]cn1.CC multiplicity=1
C 1.52396 -1.27151 0.26214
C 1.19134 -1.76599 -1.10368
H 0.70448 -0.70827 0.71983
H 1.76481 -2.09201 0.94550
H 2.37208 -0.58741 0.39546
H 2.08737 -2.07811 -1.66985
H 1.02618 -0.97171 -1.85805
H 0.27886 -2.33799 -1.26589
C -2.16292 0.15675 -0.85290
C -0.30778 1.79768 -0.12262
C -1.28687 0.87211 0.09484
C -0.26251 1.05796 1.97019
N 0.31558 1.96050 1.11790
N -1.29224 0.48298 1.44592
H -0.15380 2.51568 -0.89847
H 1.25706 2.30883 1.14620
H -2.18798 -0.92169 -0.65093
H -1.81050 0.17318 -1.88279
H 0.15554 0.96126 2.96180
H -3.21268 0.44777 -0.75460

---

6.
10
Properties=species:S:1:pos:R:3 method="wB97M-V/def2-TZVPD" homo_energy_ev=-8.74 gap_ev=7.4990 multiplicity=1
C 0.40392 -0.64074 -0.01928
H -1.65007 1.10145 1.23257
H -3.24227 -0.84080 -0.21519
H 0.28260 1.63573 -0.31219
N -1.89700 0.10567 -0.25846
N -0.85359 -0.93424 -0.12760
N 0.77976 0.69448 0.01459
N 2.14359 0.75339 -0.20489
N 2.50092 -0.53301 -0.13406
O 1.53215 -1.34195 0.02451

---

7.
9
Properties=species:S:1:pos:R:3 method="wB97M-V/def2-TZVPD" homo_energy_ev=-8.81 gap_ev=8.0899 smiles="C=PC1=PC1" multiplicity=1
C -2.15003 1.07357 0.03188
C 1.75219 -1.12577 -0.03723
C 0.67219 -0.18590 0.35308
P -1.22698 -0.32825 -0.24019
P 1.94986 0.76671 -0.11193
H -1.78262 1.81948 0.64328
H -3.10352 1.21938 -0.28512
H 2.27231 -1.75995 0.68314
H 1.61659 -1.47928 -1.03690

---

Repeat the second record exactly.
45
Properties=species:S:1:pos:R:3 method="wB97M-V/def2-TZVPD" homo_energy_ev=-12.05 gap_ev=8.2542 total_charge=+1 multiplicity=1
C 0.00676 2.13697 -0.59957
C 0.50698 0.90254 -1.47825
B 0.62962 -0.43141 -0.59616
O 1.92445 -0.73262 -0.04764
C -0.62936 -1.42863 -0.25814
C -0.27126 -2.85308 0.40636
C -0.77642 -3.98435 -0.63664
C -0.75060 -3.06729 -1.95381
P -1.24944 -3.82920 -3.61066
N -2.50998 -3.16881 -4.33378
N -1.48186 -1.87140 -1.44115
P -3.17574 -2.05163 -0.89354
O -3.81966 -3.28883 -1.47902
O -3.32366 -2.15010 0.76169
O -3.96206 -0.64161 -1.36598
H 0.13844 3.05059 -1.24133
H 0.65944 2.30932 0.31330
H -1.06714 2.04010 -0.27111
H 1.52185 1.15818 -1.87912
H -0.24374 0.69394 -2.30353
H 2.41217 -1.32661 -0.63890
H -1.15972 -0.81406 0.53480
H -0.86388 -3.02159 1.34385
H 0.80234 -2.99526 0.69063
H -0.12679 -4.89625 -0.74087
H -1.77796 -4.45371 -0.41742
H 0.37009 -2.95358 -2.07784
H -1.37459 -5.23934 -3.37113
H -0.11765 -3.62505 -4.48128
H -2.87474 -2.42896 -3.73114
H -1.33680 -1.15671 -2.17704
H -3.95964 -1.44257 1.00515
H -3.45932 -0.21221 -2.08383
C 2.42706 6.28609 4.45860
O 3.16801 5.09681 4.18185
C 2.61599 4.31181 3.25599
O 1.58848 4.52388 2.66650
O 3.40472 3.24260 3.09449
C 2.92554 2.31858 2.12597
H 2.96982 6.84072 5.22174
H 2.34942 6.90793 3.56611
H 1.43677 6.04178 4.84465
H 2.86716 2.78865 1.14250
H 1.95277 1.92060 2.42192
H 3.63411 1.49374 2.07277